{
  "formula": "C24H38BFeN8O4P",
  "method": "wB97M-V/def2-TZVPD",
  "spin_multiplicity": 2,
  "charge": 1,
  "e_homo_ev": [-11.60, -11.60],
  "gap_ev": [7.58, 7.86],
  "symbols": ["Fe", "P", "O", "O", "O", "O", "N", "N", "N", "N", "N", "N", "N", "N", "C", "C", "C", "C", "C", "C", "C", "C", "C", "C", "C", "C", "C", "C", "C", "C", "C", "C", "C", "C", "C", "C", "C", "C", "B", "H", "H", "H", "H", "H", "H", "H", "H", "H", "H", "H", "H", "H", "H", "H", "H", "H", "H", "H", "H", "H", "H", "H", "H", "H", "H", "H", "H", "H", "H", "H", "H", "H", "H", "H", "H", "H", "H"],
  "positions_angstrom": [[-0.23469, -0.22036, -0.06042], [0.27127, 1.96273, -1.06541], [1.70738, 2.23692, -0.49788], [0.23648, 0.59000, -1.76199], [-0.09114, 3.15772, -1.97496], [-0.62735, 1.65510, 0.14628], [-0.73863, -4.16195, 2.16781], [0.94780, -1.69775, -0.10192], [-1.68047, -1.38472, -0.18611], [-0.23834, -0.38982, 1.92839], [-1.06492, -5.16741, 1.30095], [-1.77208, -2.49767, 0.57491], [-0.52256, -1.59878, 2.49810], [0.68904, -2.76441, 0.68555], [3.10315, 2.63383, -2.50442], [4.00902, 2.60884, -0.16558], [-1.01970, -6.28650, 1.99950], [-1.02734, 4.99171, -3.13165], [-1.32515, -7.60395, 1.36177], [-0.75086, -1.43737, 3.80326], [2.07676, -1.96205, -0.79632], [0.12379, 1.96764, 2.82343], [-0.64114, -6.03002, 3.33588], [1.62999, -3.68926, 0.50856], [2.84814, 3.01111, -1.05491], [2.53977, -3.21661, -0.41639], [-2.79945, -1.28684, -0.93645], [-3.61774, -2.36542, -0.62854], [2.52560, 4.48911, -0.90438], [-2.52884, 3.31769, -2.01957], [-0.55706, -0.11396, 4.12061], [2.68600, -1.04125, -1.79326], [-0.22980, 0.52075, 2.92346], [-1.15380, 4.89569, -0.62152], [-2.92940, -3.10136, 0.32288], [-1.24354, 4.11183, -1.91905], [-3.03146, -0.17139, -1.89193], [-0.46698, -4.67516, 3.39635], [-0.59446, -2.80398, 1.54264], [-3.37478, 4.00394, -2.04637], [-0.61783, 0.34288, 5.09256], [-4.57680, -2.59403, -1.05832], [4.22310, 1.54414, -0.25729], [3.43681, 5.07220, -1.03621], [2.13054, 4.69262, 0.09159], [-2.04080, 5.52120, -0.52332], [2.75074, -0.03021, -1.39981], [-2.53847, 2.71451, -2.92808], [2.23772, 2.83637, -3.13237], [-1.83077, 5.72582, -3.19171], [3.93282, 3.23579, -2.87557], [-3.17904, -4.02579, 0.81363], [-1.37037, -8.39189, 2.11059], [-0.13594, -4.07107, 4.22127], [-0.27558, 5.54038, -0.61298], [-1.03226, -2.26088, 4.43242], [-0.52184, -6.74039, 4.13560], [3.41891, -3.71732, -0.78144], [1.58659, -4.62385, 1.04191], [1.80062, 4.81622, -1.64827], [-0.55651, -7.86806, 0.63512], [-1.11313, 4.23088, 0.24184], [-2.27814, -7.56882, 0.83557], [-1.02912, 4.39771, -4.04504], [-0.69914, 2.54702, 2.41213], [-0.07936, 5.52504, -3.06024], [4.89946, 3.16601, -0.45505], [0.99405, 2.13158, 2.19046], [3.78535, 2.83106, 0.87805], [3.37389, 1.58252, -2.60604], [-3.43777, 0.69388, -1.36983], [-2.10877, 0.12706, -2.38633], [3.68541, -1.39140, -2.04312], [2.09052, -1.00085, -2.70456], [-2.64562, 2.66568, -1.15602], [0.34055, 2.33257, 3.82538], [-3.75234, -0.47523, -2.64784]],
  "forces_ev_per_a": [[0.222, 0.269, 0.752], [0.246, 0.101, -0.177], [-0.048, 0.031, -0.186], [0.233, -0.111, -0.173], [-0.204, -0.096, 0.086], [-0.068, 0.179, 0.026], [-0.125, 0.041, -0.029], [0.515, -0.240, -0.411], [-0.604, 0.150, -0.318], [-0.045, -0.095, 0.337], [-0.041, 0.025, 0.130], [0.115, 0.006, 0.032], [-0.143, 0.125, -0.206], [0.000, 0.089, -0.045], [-0.024, -0.067, 0.051], [-0.001, 0.025, 0.043], [0.028, -0.088, -0.044], [-0.014, 0.031, -0.014], [0.015, 0.029, 0.004], [0.071, -0.007, 0.062], [-0.188, 0.011, 0.126], [-0.018, -0.016, -0.139], [-0.024, 0.002, -0.025], [0.033, -0.096, 0.045], [-0.058, 0.066, 0.062], [0.036, -0.062, -0.009], [0.144, -0.109, 0.107], [0.010, 0.006, -0.038], [0.016, 0.013, -0.009], [0.041, -0.043, -0.002], [0.022, -0.044, 0.046], [-0.017, 0.020, 0.006], [-0.005, -0.093, -0.063], [0.054, -0.024, -0.008], [-0.104, -0.049, -0.006], [0.012, 0.001, -0.031], [-0.026, -0.004, 0.005], [0.112, 0.010, -0.004], [-0.072, -0.144, 0.025], [-0.007, 0.008, -0.023], [-0.020, 0.003, -0.004], [-0.005, 0.009, -0.001], [-0.018, -0.012, -0.010], [0.004, 0.011, -0.023], [0.043, -0.009, 0.013], [0.008, 0.033, -0.007], [0.016, -0.011, 0.020], [-0.007, 0.023, -0.003], [-0.073, 0.041, -0.025], [0.002, 0.012, -0.005], [0.011, -0.007, -0.012], [0.025, 0.014, -0.011], [-0.010, -0.003, 0.000], [0.014, 0.057, -0.004], [-0.006, -0.010, 0.002], [-0.025, -0.039, -0.010], [0.014, 0.003, 0.002], [0.005, 0.009, -0.005], [-0.023, -0.009, 0.001], [0.018, -0.018, 0.019], [0.002, -0.006, 0.005], [-0.052, -0.032, -0.005], [-0.005, -0.002, 0.005], [-0.017, -0.003, 0.008], [-0.013, 0.021, 0.004], [-0.010, -0.005, 0.002], [0.015, -0.011, -0.005], [-0.001, -0.011, -0.018], [0.007, 0.017, -0.008], [0.001, 0.072, 0.011], [-0.027, -0.006, 0.012], [0.025, -0.007, -0.006], [0.004, -0.010, 0.017], [-0.007, 0.015, 0.011], [-0.006, 0.034, 0.053], [0.023, 0.005, -0.010], [-0.003, -0.016, 0.005]],
  "lowdin_charge": [0.792, 0.325, -0.153, -0.269, -0.133, -0.277, -0.004, 0.016, 0.014, 0.050, 0.114, 0.060, 0.052, 0.049, -0.010, -0.016, -0.344, -0.013, -0.027, -0.030, -0.264, -0.019, -0.011, -0.010, -0.578, 0.016, -0.263, 0.021, -0.017, -0.024, 0.005, -0.017, -0.274, -0.009, -0.012, -0.568, -0.007, -0.068, -0.633, 0.105, 0.117, 0.117, 0.086, 0.101, 0.098, 0.103, 0.040, 0.099, 0.088, 0.103, 0.104, 0.128, 0.077, 0.108, 0.085, 0.118, 0.107, 0.117, 0.135, 0.068, 0.080, 0.081, 0.078, 0.098, 0.076, 0.087, 0.100, 0.072, 0.095, 0.078, 0.078, 0.069, 0.095, 0.094, 0.066, 0.088, 0.096]
}

{
  "formula": "C4H9BOS",
  "method": "wB97M-V/def2-TZVPD",
  "charge": 0,
  "e_above_lowest_ev": 6.171,
  "e_homo_ev": -6.89,
  "gap_ev": 5.52,
  "symbols": ["S", "O", "C", "C", "C", "C", "B", "H", "H", "H", "H", "H", "H", "H", "H", "H"],
  "positions_angstrom": [[1.23001, -1.67185, -0.32400], [-0.86070, 1.37048, 0.77585], [-0.52973, -1.50562, 0.49187], [-1.86792, 0.66606, 0.21598], [2.54350, 1.19540, -0.39819], [-1.38921, -0.68788, -0.41440], [1.82660, -0.15212, -0.27196], [3.37044, 1.37915, -1.01604], [1.72611, 2.00529, -0.24662], [-2.46022, -1.12324, -0.61963], [2.95838, 1.15935, 0.64212], [-0.55899, -2.57860, 0.68615], [-0.77593, -0.66089, -1.40006], [-2.36890, 1.24722, -0.47948], [-2.68983, 0.30374, 0.99897], [-0.15360, -0.94650, 1.35944]],
  "forces_ev_per_a": [[-0.134, -1.748, -0.120], [1.043, -0.501, 0.025], [1.979, 0.233, 0.702], [1.581, -1.520, 2.853], [-2.514, -0.229, 3.327], [-2.524, -0.481, -2.239], [0.297, 2.973, -0.775], [0.685, 0.189, -1.276], [1.221, -1.157, -0.786], [2.248, -0.169, 0.062], [0.126, 0.339, -0.294], [-1.038, 0.236, -0.031], [-1.635, 0.552, 1.265], [-1.423, 0.850, -1.989], [1.068, 0.501, -0.928], [-0.980, -0.067, 0.205]],
  "lowdin_charge": [1.036, -0.292, -0.325, -0.488, -0.038, -0.277, -0.430, 0.045, 0.124, 0.136, 0.089, 0.066, 0.103, 0.060, 0.121, 0.072]
}

{
  "formula": "C2H3NO2",
  "method": "wB97M-V/def2-TZVPD",
  "charge": 0,
  "e_above_lowest_ev": 8.599,
  "e_homo_ev": [-8.26, -8.26],
  "gap_ev": [7.40, 7.40],
  "symbols": ["O", "O", "N", "C", "C", "H", "H", "H"],
  "positions_angstrom": [[0.31217, -0.01538, -2.54354], [0.19850, 1.26032, -2.04467], [-0.01461, 1.01353, -0.85443], [-0.07289, -0.44873, 1.15416], [0.19646, 0.14434, -0.08255], [0.53207, -0.26087, 1.95303], [-1.06508, -0.21349, 1.42063], [-0.08662, -1.47973, 0.99737]],
  "forces_ev_per_a": [[0.387, -2.061, -2.425], [-0.045, 1.165, -0.612], [-0.084, 0.252, 2.343], [-1.697, -0.850, -0.670], [0.610, 2.327, -0.648], [2.138, 0.819, 1.738], [-1.395, 0.378, 0.468], [0.087, -2.030, -0.195]],
  "lowdin_charge": [-0.226, -0.102, 0.039, -0.011, 0.035, 0.072, 0.098, 0.096]
}

Looking at E_tot for the records above, in order, we have -3306.33600; -655.91178; -282.94200 a.u..
Looking at largest force on an atom for the records above, in order, we have 0.829; 4.176; 3.206 eV/A.